(1)
Below is 3 unconnected molecules or ions with the total composition C29H53F3IN5O6PS2 at a distorted geometry, with properties calculated with wB97M-V/def2-TZVPD.

Geometry (Å):
C1 5.436 -1.110 2.649
C2 6.151 0.317 2.923
N1 5.274 1.500 2.604
C3 6.089 2.475 1.812
C4 5.319 3.832 1.414
C5 4.782 2.070 3.877
S1 5.599 3.199 4.821
S2 3.099 1.451 4.430
C6 2.169 1.406 2.790
C7 0.718 0.745 2.957
C8 0.088 0.432 1.506
C9 0.820 1.211 0.302
C10 0.240 2.662 0.035
O1 -0.804 3.193 0.838
C11 0.825 3.523 -1.109
C12 0.299 4.992 -1.424
O2 -0.900 5.126 -1.782
O3 1.110 6.172 -1.371
C13 1.402 6.515 0.004
F1 0.317 6.236 0.875
F2 1.740 7.885 0.138
F3 2.568 5.781 0.350
C14 1.997 2.844 -1.928
I1 2.842 4.093 -3.519
C15 2.514 1.384 -1.608
P1 3.873 0.779 -2.748
O4 5.099 1.720 -2.614
O5 3.290 0.837 -4.371
O6 4.432 -0.793 -2.524
N2 1.912 0.642 -0.483
C16 2.423 -0.718 -0.137
C17 1.817 -1.797 -1.157
N3 2.433 -2.935 -1.392
H1 4.400 -1.182 3.143
H2 5.361 -1.307 1.511
H3 6.144 -1.917 3.086
H4 7.045 0.367 2.196
H5 6.477 0.438 4.026
H6 6.374 1.939 0.829
H7 7.070 2.692 2.379
H8 5.925 4.707 1.848
H9 5.378 3.931 0.275
H10 4.257 3.918 1.829
H11 2.109 2.497 2.407
H12 2.847 0.810 2.072
H13 0.728 -0.246 3.558
H14 0.069 1.481 3.571
H15 0.086 -0.713 1.330
H16 -1.016 0.758 1.502
H17 -1.625 2.704 0.593
H18 2.349 1.130 -4.383
H19 5.302 -0.686 -2.049
H20 2.178 -1.077 0.919
H21 3.579 -0.642 -0.163
H22 0.847 -1.549 -1.735
H23 3.272 -2.899 -0.765
C18 -0.318 -4.369 -2.706
C19 -0.385 -4.921 -1.287
N4 -1.745 -5.093 -0.786
C20 -1.804 -5.337 0.654
C21 -1.175 -6.626 1.180
C22 -2.632 -5.923 -1.597
C23 -2.198 -7.359 -1.882
H24 -0.877 -3.432 -2.794
H25 0.721 -4.165 -2.976
H26 -0.711 -5.078 -3.439
H27 0.138 -4.205 -0.644
H28 0.185 -5.857 -1.244
H29 -2.848 -5.294 0.985
H30 -1.317 -4.494 1.158
H31 -1.790 -7.497 0.955
H32 -1.091 -6.573 2.270
H33 -0.171 -6.791 0.787
H34 -2.787 -5.419 -2.558
H35 -3.630 -5.939 -1.143
H36 -1.149 -7.431 -2.177
H37 -2.794 -7.764 -2.706
H38 -2.365 -8.011 -1.024
C24 -4.631 1.727 -2.654
C25 -5.683 1.059 -1.777
N5 -5.444 1.222 -0.346
C26 -6.273 0.347 0.482
C27 -7.784 0.564 0.451
C28 -5.313 2.595 0.133
C29 -6.475 3.552 -0.121
H39 -3.624 1.387 -2.395
H40 -4.809 1.476 -3.703
H41 -4.663 2.817 -2.572
H42 -5.663 -0.010 -2.016
H43 -6.674 1.427 -2.069
H44 -5.931 0.403 1.522
H45 -6.075 -0.688 0.180
H46 -8.077 1.454 1.008
H47 -8.286 -0.285 0.927
H48 -8.174 0.640 -0.566
H49 -4.412 3.029 -0.317
H50 -5.094 2.585 1.208
H51 -6.859 3.486 -1.141
H52 -6.140 4.583 0.032
H53 -7.299 3.383 0.573

Calculated values
Frontier orbital gap (eV): 4.292
Total charge: +1
E_LUMO (eV): -5.63

***

(2)
Below is 3 unconnected molecules or ions with the total composition C29H53I2O5PS, with properties calculated with wB97M-V/def2-TZVPD.

Geometry (Å):
C1 6.518 4.598 2.084
C2 7.288 4.856 0.787
P1 6.430 5.119 -0.823
C3 5.700 6.827 -0.806
C4 5.430 7.592 0.497
C5 5.033 3.915 -0.831
C6 5.041 2.886 -1.695
C7 6.109 2.571 -2.699
C8 5.634 2.740 -4.147
C9 5.142 4.165 -4.479
C10 3.732 4.208 -5.088
S1 2.321 4.493 -4.020
O1 1.505 5.495 -4.629
O2 1.770 3.235 -3.629
O3 2.936 5.095 -2.677
C11 3.873 1.942 -1.706
O4 3.883 0.957 -2.410
C12 2.720 2.193 -0.820
C13 2.697 3.182 0.067
C14 1.546 3.462 0.999
I1 2.266 3.565 3.037
C15 0.388 2.467 0.889
C16 -0.581 2.369 2.062
I2 -0.732 2.974 -0.887
C17 3.855 4.131 0.076
O5 3.818 5.115 0.774
H1 5.908 5.439 2.398
H2 7.227 4.386 2.889
H3 5.883 3.716 1.989
H4 7.921 3.984 0.592
H5 7.969 5.708 0.878
H6 6.421 7.400 -1.395
H7 4.792 6.784 -1.417
H8 4.427 7.420 0.870
H9 6.155 7.329 1.264
H10 5.541 8.665 0.317
H11 6.977 3.209 -2.538
H12 6.417 1.533 -2.553
H13 6.484 2.503 -4.791
H14 4.862 2.005 -4.371
H15 5.232 4.794 -3.589
H16 5.812 4.613 -5.213
H17 3.504 3.237 -5.531
H18 3.648 4.969 -5.863
H19 3.654 5.718 -2.860
H20 1.914 1.482 -0.951
H21 1.166 4.457 0.765
H22 0.788 1.473 0.697
H23 -0.816 3.346 2.485
H24 -0.170 1.719 2.834
H25 -1.515 1.918 1.727
C18 -4.125 -4.222 2.026
C19 -3.464 -2.972 2.600
C20 -3.512 -1.771 1.657
C21 -2.785 -1.969 0.325
C22 -1.307 -2.335 0.450
C23 -0.481 -1.263 1.152
H26 -3.625 -4.563 1.118
H27 -4.094 -5.043 2.744
H28 -5.173 -4.031 1.783
H29 -2.429 -3.197 2.870
H30 -3.966 -2.700 3.532
H31 -3.100 -0.898 2.173
H32 -4.558 -1.526 1.447
H33 -2.872 -1.046 -0.257
H34 -3.294 -2.740 -0.259
H35 -0.905 -2.497 -0.553
H36 -1.196 -3.286 0.978
H37 -0.556 -0.315 0.614
H38 0.573 -1.544 1.193
H39 -0.817 -1.099 2.177
C24 -8.460 -5.671 1.480
C25 -7.708 -6.761 2.237
C26 -6.608 -7.426 1.412
C27 -7.092 -8.152 0.155
C28 -8.128 -9.247 0.406
C29 -7.615 -10.381 1.288
H40 -8.974 -6.068 0.604
H41 -9.213 -5.200 2.114
H42 -7.774 -4.891 1.141
H43 -8.417 -7.513 2.596
H44 -7.253 -6.324 3.130
H45 -6.060 -8.126 2.049
H46 -5.883 -6.662 1.113
H47 -6.224 -8.593 -0.345
H48 -7.507 -7.426 -0.550
H49 -8.438 -9.657 -0.558
H50 -9.028 -8.815 0.853
H51 -6.735 -10.851 0.844
H52 -8.375 -11.152 1.416
H53 -7.339 -10.026 2.282

Calculated values
Frontier orbital gap (eV): 7.134
E_LUMO (eV): -1.37

***

(3)
Below is a molecular structure, C29H53N6OPb at a distorted geometry, with properties calculated with wB97M-V/def2-TZVPD.

Geometry (Å):
Pb1 0.569 0.323 0.334
C1 1.308 -3.087 3.901
C2 0.912 -2.908 2.434
C3 0.883 -4.282 1.727
C4 -0.353 -5.178 1.953
C5 -1.613 -4.403 1.705
C6 -1.687 -2.954 2.345
N1 -0.368 -2.216 2.134
O1 -0.373 -0.840 2.378
C7 -2.171 -3.109 3.828
C8 -2.828 -2.274 1.511
C9 2.085 -2.261 1.725
H1 1.689 -2.128 4.252
H2 2.060 -3.847 4.113
H3 0.522 -3.360 4.605
H4 1.740 -4.867 2.061
H5 1.026 -4.176 0.651
H6 -0.317 -5.465 3.004
H7 -0.309 -6.134 1.431
H8 -2.371 -4.993 2.219
H9 -1.762 -4.391 0.625
H10 -3.153 -3.575 3.917
H11 -2.280 -2.140 4.316
H12 -1.505 -3.727 4.430
H13 -3.782 -2.778 1.665
H14 -2.541 -2.276 0.460
H15 -2.935 -1.220 1.769
H16 2.068 -2.261 0.635
H17 3.007 -2.775 1.997
H18 2.201 -1.217 2.017
C10 -1.420 -0.844 -4.976
C11 -2.096 -2.046 -4.307
C12 -1.023 -2.876 -3.555
C13 -0.204 -2.153 -2.564
N2 0.458 -1.535 -1.851
H19 -0.678 -1.028 -5.752
H20 -0.961 -0.229 -4.202
H21 -2.147 -0.231 -5.509
H22 -2.562 -2.648 -5.087
H23 -2.842 -1.729 -3.578
H24 -0.244 -3.168 -4.259
H25 -1.459 -3.730 -3.036
C14 4.526 1.460 4.398
C15 5.161 2.552 3.547
C16 4.087 3.358 2.767
C17 3.167 2.451 2.046
N3 2.470 1.730 1.426
H26 4.141 0.711 3.706
H27 3.805 1.707 5.177
H28 5.355 0.972 4.910
H29 5.789 2.139 2.757
H30 5.658 3.309 4.153
H31 4.581 3.957 2.003
H32 3.539 3.962 3.490
C18 -2.733 5.417 2.618
C19 -2.751 5.648 1.164
C20 -1.545 5.237 0.366
C21 -1.001 3.896 0.793
N4 -0.581 2.925 1.138
H33 -1.979 6.066 3.065
H34 -2.461 4.390 2.859
H35 -3.641 5.757 3.115
H36 -2.896 6.723 1.060
H37 -3.672 5.179 0.815
H38 -0.729 5.960 0.359
H39 -1.857 5.250 -0.679
C22 -2.871 2.967 -4.071
C23 -3.178 3.319 -2.612
C24 -3.812 2.110 -1.876
C25 -2.706 1.245 -1.264
N5 -1.858 0.608 -0.732
H40 -3.753 2.730 -4.666
H41 -2.097 2.218 -4.242
H42 -2.346 3.834 -4.472
H43 -3.983 4.051 -2.548
H44 -2.297 3.723 -2.115
H45 -4.460 1.447 -2.450
H46 -4.429 2.486 -1.060
C26 2.081 -0.170 -4.946
C27 3.208 -1.015 -4.305
C28 3.990 -0.226 -3.257
C29 3.413 -0.196 -1.898
N6 3.025 -0.180 -0.808
H47 2.552 0.601 -5.556
H48 1.384 0.300 -4.253
H49 1.501 -0.671 -5.721
H50 3.891 -1.385 -5.070
H51 2.829 -1.950 -3.892
H52 3.971 0.831 -3.523
H53 4.971 -0.695 -3.186

Calculated values
Multiplicity: 2
Frontier orbital gap (spin up / spin down) (eV): 1.779 / 5.175
E_LUMO (spin up / spin down) (eV): -1.01 / 0.50